No. 1
Computed, not measured: a structure of composition C20H25Cl2FeP at a distorted geometry, with ωB97M-V with the def2-TZVPD basis set.

Output
* calculated total energy: -3302.5960 Eh
* net charge: -1
* spin multiplicity: 6
* LUMO (alpha / beta): 0.101 / 0.100 hartree
* frontier orbital gap (alpha / beta): 3.16 / 7.65 eV
* max |F|: 3.66 eV/A
* E_HOMO (alpha / beta): -0.0151 / -0.1817 hartree
* expectation value of S²: 8.78

Last column: Mulliken spin population.
Element x y z (Å)
Fe  1.385  2.621  0.677  3.758
Cl  2.286  3.124  -1.232  0.113
Cl  0.317  3.820  2.093  0.109
C  1.529  0.462  0.448  0.174
H  1.216  0.119  -0.543  -0.047
H  2.634  0.424  0.492  0.009
C  -0.372  0.831  -2.456  -0.027
C  0.474  -0.140  -2.894  -0.003
H  -0.819  0.792  -1.453  0.026
C  1.186  -0.045  -4.213  0.002
H  0.639  -1.062  -2.332  -0.003
C  1.188  1.391  -4.770  -0.001
H  2.224  -0.409  -4.124  -0.001
H  0.680  -0.708  -4.937  0.000
C  -0.204  2.023  -4.698  0.000
H  1.887  2.006  -4.192  0.001
H  1.541  1.388  -5.806  0.000
C  -0.753  2.043  -3.254  0.008
H  -0.184  3.045  -5.103  0.000
H  -0.890  1.440  -5.327  0.000
H  -0.403  2.968  -2.756  0.001
H  -1.851  2.126  -3.297  0.000
C  2.012  -0.715  3.145  0.029
P  0.868  -0.427  1.795  0.018
C  0.240  -2.082  1.398  -0.047
C  -1.031  -2.530  1.812  0.005
C  -1.504  -3.782  1.408  -0.030
C  -0.702  -4.616  0.630  -0.003
C  0.583  -4.209  0.268  0.005
C  1.055  -2.945  0.642  0.037
C  -0.569  0.433  2.510  0.105
C  -1.699  0.647  1.703  0.313
C  -2.736  1.471  2.153  -0.170
C  -2.694  1.995  3.452  0.328
C  -1.617  1.701  4.289  -0.033
C  -0.554  0.922  3.826  0.020
H  2.901  -1.255  2.788  0.001
H  1.513  -1.327  3.911  -0.013
H  2.323  0.241  3.586  0.016
H  -1.656  -1.906  2.452  0.044
H  -2.498  -4.102  1.718  -0.005
H  -1.072  -5.597  0.324  -0.001
H  1.233  -4.873  -0.299  0.002
H  2.055  -2.627  0.351  0.011
H  -1.777  0.180  0.717  0.139
H  -3.577  1.696  1.497  -0.013
H  -3.509  2.636  3.807  0.048
H  -1.590  2.094  5.308  0.007
H  0.286  0.715  4.489  0.067

***

No. 2
Computed, not measured: the molecule C20H25ClN6O3 at a distorted geometry, with ωB97M-V with the def2-TZVPD basis set.

Output
* calculated total energy: -1791.6410 Eh
* LUMO: 0.022 hartree
* frontier orbital gap: 8.29 eV
* SMILES string: Cn1c(=O)c2c(nc(N3CCN(CCO)CC3)n2Cc2ccccc2Cl)n(C)c1=O
* max |F|: 1.43 eV/A
* E_HOMO: -0.2829 hartree

Last column: natural (NBO) charge in e.
Element x y z (Å)
C  1.770  4.952  1.962  -0.417
N  1.270  3.594  2.105  -0.452
C  1.592  2.724  1.055  0.645
O  2.244  3.114  0.097  -0.641
C  1.066  1.424  1.278  -0.135
C  0.348  1.101  2.412  0.446
N  -0.029  -0.191  2.390  -0.584
C  0.454  -0.688  1.247  0.586
N  0.331  -2.013  0.992  -0.416
C  0.464  -2.652  -0.298  -0.214
C  -0.891  -2.697  -1.013  -0.244
N  -1.838  -3.419  -0.189  -0.452
C  -3.078  -3.760  -0.856  -0.239
C  -3.909  -2.593  -1.431  -0.091
O  -3.589  -2.272  -2.765  -0.723
C  -1.990  -2.774  1.102  -0.236
C  -0.631  -2.739  1.805  -0.225
N  1.139  0.250  0.529  -0.348
C  1.726  0.255  -0.792  -0.262
C  0.684  0.187  -1.880  -0.082
C  -0.530  0.849  -1.719  -0.146
C  -1.514  0.791  -2.689  -0.226
C  -1.298  0.068  -3.851  -0.217
C  -0.092  -0.582  -4.042  -0.230
C  0.888  -0.517  -3.063  -0.029
Cl  2.386  -1.348  -3.345  0.005
N  0.088  2.012  3.386  -0.428
C  -0.655  1.623  4.563  -0.414
C  0.555  3.304  3.256  0.796
O  0.341  4.141  4.109  -0.642
H  1.333  5.562  2.748  0.244
H  1.495  5.331  0.979  0.217
H  2.857  4.956  2.044  0.208
H  1.203  -2.160  -0.920  0.214
H  0.795  -3.678  -0.112  0.212
H  -0.781  -3.218  -1.966  0.212
H  -1.213  -1.657  -1.204  0.168
H  -2.836  -4.438  -1.681  0.206
H  -3.688  -4.308  -0.135  0.201
H  -4.962  -2.880  -1.458  0.186
H  -3.813  -1.708  -0.786  0.159
H  -2.680  -1.956  -2.813  0.470
H  -2.699  -3.350  1.699  0.209
H  -2.362  -1.738  1.018  0.170
H  -0.711  -2.243  2.770  0.251
H  -0.259  -3.758  1.932  0.201
H  2.255  1.213  -0.877  0.288
H  2.464  -0.544  -0.891  0.225
H  -0.699  1.416  -0.816  0.219
H  -2.449  1.309  -2.540  0.225
H  -2.064  0.012  -4.609  0.230
H  0.094  -1.140  -4.946  0.233
H  -0.709  2.487  5.223  0.250
H  -0.148  0.796  5.059  0.210
H  -1.657  1.302  4.277  0.206

***

No. 3
Computed, not measured: the molecule C20H25ClO at a distorted geometry, with ωB97M-V with the def2-TZVPD basis set.

Output
* calculated total energy: -1312.4554 Eh
* LUMO: 0.023 hartree
* frontier orbital gap: 9.23 eV
* SMILES string: CC(C)c1cc(C(C)(C)C)cc(-c2ccc(Cl)cc2)c1CO
* max |F|: 4.84 eV/A
* E_HOMO: -0.3159 hartree

Last column: natural (NBO) charge in e.
Element x y z (Å)
C  -1.707  -0.325  3.378  -0.589
C  -0.419  -1.136  2.915  -0.237
C  0.673  -1.108  4.035  -0.603
C  0.007  -0.600  1.573  0.034
C  0.077  0.805  1.491  -0.191
C  0.233  1.415  0.287  -0.033
C  0.374  2.875  0.051  -0.047
C  1.290  3.246  -1.190  -0.613
C  -1.047  3.545  -0.124  -0.596
C  0.848  3.612  1.371  -0.607
C  0.052  0.589  -0.810  -0.157
C  0.184  -0.770  -0.814  -0.062
C  0.067  -1.448  -2.117  -0.037
C  -1.162  -1.434  -2.781  -0.196
C  -1.277  -1.960  -4.043  -0.247
C  -0.237  -2.650  -4.523  0.027
Cl  -0.540  -3.326  -6.192  -0.062
C  1.088  -2.507  -4.017  -0.219
C  1.230  -1.910  -2.773  -0.201
C  0.181  -1.485  0.408  -0.040
C  0.365  -2.958  0.453  -0.090
O  -0.658  -3.799  -0.074  -0.730
H  -1.373  0.497  3.807  0.190
H  -2.444  -0.157  2.625  0.218
H  -2.200  -0.829  4.214  0.206
H  -0.705  -2.183  2.733  0.206
H  1.032  -0.137  4.205  0.201
H  1.545  -1.748  3.956  0.215
H  0.078  -1.473  4.878  0.207
H  -0.019  1.337  2.383  0.201
H  1.289  2.604  -2.107  0.218
H  0.929  4.218  -1.447  0.206
H  2.305  3.455  -0.961  0.213
H  -1.344  3.249  -1.118  0.212
H  -0.934  4.640  -0.192  0.203
H  -1.604  3.312  0.765  0.212
H  1.082  4.659  1.184  0.212
H  1.826  3.309  1.708  0.209
H  0.099  3.482  2.112  0.203
H  0.052  1.017  -1.840  0.200
H  -1.990  -1.088  -2.213  0.228
H  -2.254  -1.902  -4.616  0.242
H  1.906  -2.943  -4.497  0.228
H  2.196  -1.833  -2.413  0.220
H  0.428  -3.273  1.474  0.192
H  1.275  -3.127  -0.078  0.176
H  -0.794  -3.759  -1.067  0.481